# 1
10
Properties=species:S:1:pos:R:3:forces:R:3:lowdin_charge:R:1 method="wB97M-V/def2-TZVPD" e_above_lowest_ev=1.043 charge=0 smiles=FCc1nn[nH]n1 homo_energy_ev=-11.2
F -2.046 -1.180 0.838 -0.01 0.23 -0.24 -0.0432
C -0.684 -1.013 1.017 0.56 -0.23 0.58 -0.1666
C -0.028 -0.114 0.046 -0.45 -0.59 -0.43 -0.3651
N 0.668 -0.639 -1.010 0.22 1.69 0.63 0.0730
N 1.185 0.406 -1.607 -0.73 0.09 0.17 0.0190
N 0.743 1.465 -0.929 0.93 0.74 -1.51 -0.0724
N -0.001 1.211 0.108 -0.12 -0.92 -0.09 0.1320
H -0.196 -1.996 0.832 -0.37 0.53 0.76 0.1260
H -0.530 -0.549 2.015 -0.07 -0.83 -0.37 0.1280
H 0.888 2.409 -1.309 0.05 -0.73 0.52 0.1693

# 2
8
Properties=species:S:1:pos:R:3:forces:R:3:lowdin_charge:R:1 method="wB97M-V/def2-TZVPD" e_above_lowest_ev=0.000 multiplicity=4 charge=+1 homo_energy_ev="-13.3 / -13.6"
C -1.689 -0.050 0.564 -0.39 -0.26 -0.17 -0.2142
C -1.504 -1.220 -0.080 0.15 0.45 0.27 -0.1090
H -1.557 0.109 1.638 0.06 0.05 -0.30 0.1446
F -2.159 1.010 -0.072 0.33 -0.33 0.19 0.0838
H -1.267 -2.097 0.530 -0.14 0.17 -0.20 0.0730
H -1.808 -1.333 -1.124 0.03 -0.02 0.30 0.0860
O 2.114 0.903 0.538 -3.26 -6.12 -3.63 -0.7818
Nd 1.276 -0.757 -0.470 3.21 6.06 3.55 1.7176

# 3
8
Properties=species:S:1:pos:R:3:forces:R:3:lowdin_charge:R:1 method="wB97M-V/def2-TZVPD" e_above_lowest_ev=3.167 multiplicity=3 charge=0 homo_energy_ev="-3.7 / -12.3"
C -0.358 0.472 0.565 -0.23 3.81 9.39 -0.0254
C -0.307 -0.556 -0.538 -1.28 -4.68 -3.91 -0.6509
O -0.633 0.671 -0.840 -1.31 1.19 -4.90 0.1058
O 0.760 -1.163 -1.032 -0.53 1.11 -0.13 0.1562
F -1.461 -1.335 -0.486 1.58 -0.03 0.01 0.0933
H -1.279 0.652 1.272 2.13 -0.30 -1.70 0.1181
H 0.646 0.836 0.800 -0.22 -0.73 0.64 0.0740
H 1.091 -1.903 -0.508 -0.14 -0.38 0.59 0.1288

# 4
10
Properties=species:S:1:pos:R:3:forces:R:3:lowdin_charge:R:1 method="wB97M-V/def2-TZVPD" e_above_lowest_ev=7.667 charge=0 homo_energy_ev="-10.0 / -10.0"
C -0.518 -1.179 -0.948 1.21 2.31 -0.81 0.0396
C 0.433 -0.933 -0.014 -2.20 2.35 0.01 -0.1585
O 2.117 1.068 0.685 -1.13 -0.22 -0.07 -0.2955
O 0.648 1.568 -1.258 -0.43 -0.56 0.89 -0.3003
O -0.923 1.734 1.652 1.83 -1.17 -1.81 -0.1760
F -1.525 0.465 1.822 -0.14 0.03 0.11 -0.2387
S 0.866 0.892 -0.007 0.15 0.76 0.54 0.8506
H -0.919 -2.100 -1.284 -0.28 -1.12 0.56 0.0619
H -0.834 -0.333 -1.681 0.87 -1.35 1.50 0.1171
H 0.655 -1.183 1.033 0.13 -1.04 -0.92 0.0998

# 5
10
Properties=species:S:1:pos:R:3:forces:R:3:lowdin_charge:R:1 method="wB97M-V/def2-TZVPD" e_above_lowest_ev=0.417 charge=+3 homo_energy_ev=-25.0
H -1.281 -2.477 0.057 0.17 -0.15 0.15 0.2142
O 0.556 -1.612 0.013 2.30 0.72 0.40 -0.0116
C -0.659 -1.569 0.010 -2.22 -0.32 -0.40 0.0601
C -1.387 -0.231 -0.177 -0.64 -2.24 3.48 -0.1836
F -2.233 -0.058 0.856 0.86 -0.06 -0.98 0.1885
H -1.985 -0.270 -1.101 0.68 0.89 -0.40 0.2239
O -0.272 0.772 0.039 0.36 -1.85 -2.12 -0.2062
Y 1.906 0.129 0.187 -0.84 -0.50 0.19 2.4444
O -0.885 1.691 -0.803 -1.84 3.99 0.08 0.0946
H -0.478 1.911 -1.656 1.17 -0.47 -0.38 0.1757

# 6
8
Properties=species:S:1:pos:R:3:forces:R:3:lowdin_charge:R:1 method="wB97M-V/def2-TZVPD" e_above_lowest_ev=0.097 multiplicity=4 charge=+2 homo_energy_ev="-17.2 / -20.0"
H 1.316 -0.054 -0.906 -0.11 0.99 1.09 0.1973
C 0.782 0.362 0.010 0.07 0.74 -0.16 -0.0624
C -0.626 0.487 -0.457 0.87 -1.78 -2.34 -0.0896
O -1.295 -0.544 -0.407 -0.99 0.60 1.11 -0.0935
H 1.125 1.299 0.469 0.58 -0.39 -0.44 0.1658
F 0.809 -0.634 0.993 -0.13 -0.62 0.46 -0.1131
H -0.834 1.264 -1.210 -0.48 0.30 0.62 0.1803
Pr -1.276 -2.181 1.508 0.20 0.17 -0.33 1.8151

# 7
8
Properties=species:S:1:pos:R:3:forces:R:3:lowdin_charge:R:1 method="wB97M-V/def2-TZVPD" e_above_lowest_ev=1.862 charge=0 smiles="OC(=S)CF" homo_energy_ev=-9.4
O -0.646 1.563 0.052 1.29 0.54 -0.79 -0.0393
C -0.259 0.280 -0.097 4.83 3.35 3.24 -0.9143
S -1.295 -0.839 0.026 -2.12 -3.84 -0.62 0.8416
C 1.352 0.422 0.087 -2.96 0.89 -4.27 -0.2030
F 1.961 -0.737 -0.055 1.04 -2.17 -0.48 -0.0197
H -1.481 1.486 -0.361 -2.32 0.93 -0.26 0.0485
H 1.470 1.070 -0.935 0.70 -0.95 2.77 0.1684
H 1.702 0.789 1.028 -0.47 1.25 0.43 0.1178

# 8
7
Properties=species:S:1:pos:R:3:forces:R:3:lowdin_charge:R:1 method="wB97M-V/def2-TZVPD" e_above_lowest_ev=2.161 charge=0 homo_energy_ev=-11.4
C 2.472 0.191 -1.059 0.75 -0.17 1.06 -0.5774
C -1.227 -0.105 0.184 0.93 -0.56 0.71 -0.1201
F -1.053 1.235 0.377 -1.25 1.43 0.42 -0.1014
S 3.379 0.011 0.181 -0.77 0.17 -1.05 0.5964
H -0.335 -0.460 0.661 0.09 -1.29 0.55 0.0623
H -2.159 -0.613 0.488 0.26 0.94 0.40 0.0906
H -1.079 -0.259 -0.832 0.00 -0.51 -2.08 0.0497

# 9
9
Properties=species:S:1:pos:R:3:forces:R:3:lowdin_charge:R:1 method="wB97M-V/def2-TZVPD" e_above_lowest_ev=0.000 charge=0 homo_energy_ev=-9.4
C 2.841 0.103 0.559 0.30 -0.31 -0.49 -1.4571
C -1.220 0.339 -0.008 2.89 0.39 -0.66 -0.6011
F -2.398 0.762 0.478 -0.67 -0.03 -0.02 -0.0731
S 2.936 1.552 0.044 -0.15 0.62 0.10 0.7276
S 2.845 -1.400 0.898 -0.20 -0.31 0.38 0.7339
S -1.215 -1.324 -0.868 -1.33 0.38 0.36 0.6323
H -0.759 1.087 -0.743 -1.14 -0.80 0.86 0.0823
H -0.460 0.297 0.837 -1.00 -0.34 -0.88 0.0758
H -2.571 -1.416 -1.197 1.30 0.40 0.34 -0.1206

# 10
9
Properties=species:S:1:pos:R:3:forces:R:3:lowdin_charge:R:1 method="wB97M-V/def2-TZVPD" e_above_lowest_ev=0.785 charge=0 smiles="F[C@@H](C=S)SS" homo_energy_ev=-9.3
F -0.690 1.523 -0.871 -0.11 -0.43 0.71 -0.0627
C -0.314 0.940 0.300 2.46 2.28 1.14 -0.6159
C -0.966 -0.315 0.675 0.12 0.30 -2.17 -0.7294
S -1.958 -1.108 -0.317 -0.02 0.11 0.53 0.7441
S 1.739 0.597 0.120 -2.50 -0.57 -0.69 0.3937
S 1.737 -1.318 -0.670 0.44 -0.23 0.76 0.2777
H -0.226 1.748 1.151 -0.48 -1.52 -1.59 0.1394
H -0.440 -0.756 1.471 0.08 -0.69 1.49 0.0337
H 1.117 -1.312 -1.860 0.01 0.75 -0.16 -0.1807

# 11
7
Properties=species:S:1:pos:R:3:forces:R:3:lowdin_charge:R:1 method="wB97M-V/def2-TZVPD" e_above_lowest_ev=0.000 multiplicity=6 charge=+2 homo_energy_ev="-21.9 / -22.3"
O 1.365 -0.321 0.148 -1.31 0.69 -1.58 -0.0346
C 0.300 0.474 -0.382 1.20 -3.14 2.18 -0.0816
Fe -0.174 -1.567 -0.301 -0.17 0.29 -0.43 1.4238
H 2.183 0.131 0.398 0.79 0.09 0.45 0.1657
C 0.215 1.689 0.243 -0.17 2.61 -1.13 0.2544
H -0.612 2.350 -0.021 -0.05 -0.12 0.23 0.1307
H 1.038 2.154 0.802 -0.28 -0.43 0.29 0.1417

# 12
8
Properties=species:S:1:pos:R:3:forces:R:3:lowdin_charge:R:1 method="wB97M-V/def2-TZVPD" e_above_lowest_ev=4.020 charge=0 homo_energy_ev="-7.9 / -8.4"
C 0.381 -0.607 -0.810 -0.55 0.05 0.87 -0.6654
C -0.339 0.770 1.639 -1.38 3.85 -3.02 -0.4943
N 1.284 -1.393 -0.907 0.69 0.28 -0.96 0.0124
I -1.187 0.038 -2.191 0.15 -0.43 -1.13 0.5443
I -1.800 1.808 0.583 0.45 0.09 1.46 0.6907
H -0.614 -0.080 2.028 -1.28 -4.31 2.15 -0.1019
H 0.609 1.119 1.489 2.18 0.70 -0.04 -0.0685
H 1.666 -1.655 -1.831 -0.26 -0.24 0.67 0.0826